Entry 1:
{"formula": "C17H22ClN3O2", "method": "wB97M-V/def2-TZVPD", "orbital_gap_ev": 8.687, "molar_mass_g_mol": 335.835, "symbols": ["H", "C", "Cl", "H", "H", "C", "H", "N", "C", "H", "H", "C", "O", "C", "H", "N", "H", "H", "H", "H", "C", "H", "N", "C", "H", "H", "C", "H", "H", "H", "C", "C", "C", "H", "C", "H", "C", "C", "H", "H", "C", "C", "C", "H", "O"], "xyz": [[5.68204, 0.46895, 0.95914], [-5.14729, -1.74895, -0.37439], [-5.68911, 2.16802, 0.08412], [2.12133, 3.30541, 0.68888], [-5.76067, -2.62182, -0.53754], [-3.57738, 0.50097, 0.04497], [5.21028, 2.89922, -1.74830], [0.50590, -0.09792, 0.30629], [3.46568, 1.71812, -1.20054], [2.84050, -0.33819, 0.45612], [-0.91663, -2.99060, -0.18380], [1.88631, -2.13729, 0.14885], [-0.79863, 0.23323, 0.24039], [-2.97986, -0.75452, -0.06700], [4.29321, -2.84313, -0.01435], [3.94587, 1.17639, 0.06231], [-6.81772, -0.39976, -0.33952], [4.74183, -1.80013, 1.35385], [3.91208, 3.83917, -1.00814], [-2.96629, 1.37430, 0.20828], [-3.77534, -1.88098, -0.27778], [6.12934, -1.32917, -0.67756], [2.93920, -1.35322, 0.41416], [3.84841, 2.08666, 1.19480], [5.94220, 1.08153, -0.67578], [3.61008, 0.94561, -1.95902], [-0.69362, -1.95711, -0.03228], [-3.31728, -2.85281, -0.36487], [4.17044, 1.52516, 2.07734], [2.38996, 1.87889, -1.10189], [4.30447, -1.81143, 0.34806], [-4.95182, 0.61142, -0.05490], [0.59295, -1.39852, 0.14739], [4.52211, 2.95356, 1.09216], [2.42032, 2.56736, 1.42799], [2.35138, 3.02743, 2.41072], [5.24264, 0.51758, -0.04038], [4.13043, 3.01318, -1.68002], [3.75254, 3.26754, -2.66681], [4.66478, -0.90964, -1.56713], [-1.53855, -0.87568, 0.03686], [5.12517, -0.91392, -0.57855], [-5.74720, -0.50533, -0.26433], [1.73116, 1.72806, 1.38050], [1.93693, -3.33749, -0.05552]], "forces_ev_per_a": [[0.0096, 0.0495, -0.0167], [0.0163, 0.0061, 0.0010], [-0.0796, 0.1707, 0.0153], [-0.0982, 0.0989, -0.0850], [-0.0491, -0.0740, -0.0131], [0.0382, -0.1323, -0.0141], [0.1043, 0.0599, -0.0306], [1.1062, -0.3493, 0.0178], [-0.0426, 0.1473, -0.1437], [-0.0868, -0.0758, -0.0512], [-0.0993, -0.2311, -0.0410], [0.4861, 0.1861, 0.2178], [-0.7729, -0.0153, -0.0651], [-0.4641, 0.2810, -0.0025], [0.0360, 0.1248, 0.1183], [0.1183, 0.1360, 0.1989], [-0.0902, 0.0369, -0.0025], [0.0360, -0.0840, -0.0654], [0.0044, 0.1291, 0.0468], [-0.0049, 0.1032, 0.0131], [0.1531, 0.1604, 0.0333], [0.0312, -0.0170, -0.0587], [-0.1243, 0.0537, 0.0372], [-0.1062, 0.1195, 0.1102], [0.0129, 0.0379, 0.1083], [-0.1171, 0.0009, 0.0087], [-0.3631, 0.7158, 0.0648], [0.0481, -0.1240, -0.0118], [0.0564, 0.0743, -0.0564], [-0.0031, -0.0705, -0.1058], [0.2071, -0.1961, -0.1780], [0.0408, -0.2496, -0.0281], [-0.9590, 0.4083, -0.0826], [0.0278, -0.0686, 0.0545], [0.2831, -0.0532, 0.0130], [-0.0337, 0.0924, 0.0689], [0.1188, -0.2015, -0.2720], [-0.0664, -0.2979, 0.1718], [-0.0173, 0.0661, -0.0971], [0.0354, -0.0480, -0.0854], [0.9730, -1.0560, -0.0537], [-0.0624, 0.1317, 0.3194], [0.0387, 0.1146, 0.0179], [-0.0685, -0.0009, 0.0099], [-0.2729, -0.1600, -0.0863]], "nbo_charge": [0.198, -0.189, 0.013, 0.200, 0.222, -0.237, 0.202, -0.124, -0.219, 0.448, 0.250, 0.645, -0.263, -0.005, 0.233, -0.485, 0.230, 0.185, 0.204, 0.241, -0.209, 0.214, -0.627, -0.205, 0.178, 0.196, -0.305, 0.220, 0.194, 0.209, -0.224, -0.020, 0.052, 0.165, -0.632, 0.214, -0.212, -0.636, 0.217, 0.203, 0.283, -0.409, -0.228, 0.235, -0.623]}

***

Entry 2:
{"formula": "C24H71N13O9", "method": "wB97M-V/def2-TZVPD", "multiplicity": 2, "total_charge": -1, "orbital_gap_ev": [1.617, 8.602], "molar_mass_g_mol": 685.914, "symbols": ["H", "H", "H", "H", "C", "H", "O", "H", "C", "N", "H", "H", "N", "C", "H", "H", "C", "H", "H", "H", "H", "H", "H", "H", "H", "N", "H", "C", "H", "H", "H", "H", "C", "H", "H", "H", "O", "H", "C", "H", "H", "C", "H", "C", "O", "N", "H", "C", "N", "H", "H", "N", "H", "C", "H", "N", "C", "O", "O", "N", "H", "H", "C", "C", "H", "H", "H", "H", "O", "H", "H", "H", "H", "H", "H", "H", "H", "H", "N", "C", "H", "C", "C", "H", "C", "H", "H", "H", "H", "H", "N", "H", "H", "O", "H", "H", "H", "H", "C", "H", "H", "H", "H", "C", "H", "N", "O", "H", "C", "N", "C", "O", "C", "N", "C", "H", "H"], "xyz": [[-6.19342, 1.81542, -0.22278], [-4.32867, -4.25391, 2.18777], [-4.30164, -3.83707, 4.73433], [1.02632, 1.50371, -4.31167], [-3.58588, -3.78026, 2.82967], [6.41126, -2.67719, 0.20272], [0.54046, 2.58773, -6.84265], [-3.38693, 3.30162, -0.35891], [0.16197, 2.94975, -5.54512], [-0.97610, 0.17530, -0.41342], [-0.27910, 6.41893, -1.44231], [2.98705, 0.02824, 8.46954], [3.66088, -1.70294, -1.45434], [-4.44457, 1.84527, -1.12062], [-2.72665, -1.87935, 1.15496], [-2.20229, 6.42091, 0.30941], [1.87345, 2.12337, -6.97997], [0.75277, -1.39618, 2.87973], [0.76892, 3.74531, -5.11293], [1.91680, -2.49355, 5.97864], [3.71646, -4.34346, -2.02989], [-4.56861, -6.19172, 3.55573], [-2.96619, -1.83542, -3.82242], [1.74261, 4.46158, -3.43056], [-3.60019, 5.38599, 0.11116], [-5.63526, 1.32263, -0.90521], [0.81759, -2.93487, 3.76984], [-3.57656, -4.44457, 4.19277], [2.82462, -1.86703, -0.91226], [-1.84771, 0.94892, -5.37354], [-1.35124, 6.53759, -2.72291], [-4.46804, -2.16248, 0.87792], [1.99099, -0.46812, 6.67492], [1.86731, -1.12099, 8.85043], [3.32276, -4.11403, -0.44970], [0.48547, 0.57818, 6.08348], [-3.66340, 1.42691, -1.97854], [4.92972, -1.96709, 0.96962], [-2.90455, 6.02996, -0.42687], [3.91389, -0.77419, -1.14855], [-1.49491, 0.81819, -0.99448], [1.22078, 5.05646, -2.68096], [-3.38589, 6.83616, -0.98045], [1.12231, -1.88838, 3.77932], [-0.20937, 4.84256, -2.77911], [-1.68205, 4.04583, -0.39773], [0.32219, 1.17564, -2.13647], [2.56656, -0.88491, 8.04831], [-4.23869, 2.76526, -0.27569], [-2.79795, 4.62746, -2.02868], [1.89200, 0.66155, -1.39807], [-0.68869, 2.20017, -3.33264], [-3.12703, -0.38255, -2.75914], [5.54101, -2.03449, 0.06968], [2.80659, -0.11271, 6.04519], [4.74712, 2.07433, 0.90678], [6.23791, -5.19347, -1.52893], [3.80523, 1.26617, -0.83766], [5.18280, -4.93353, -0.66075], [1.07854, 0.64877, 6.89797], [-1.08485, -0.15249, -4.17991], [-5.57743, -3.40203, -3.53699], [-0.90606, 0.57091, -4.97541], [-4.51284, -1.82679, -2.79759], [0.42395, 0.42324, 7.63331], [-2.62825, -4.02410, 2.36969], [-2.48791, -4.49240, 6.06275], [-0.33976, 0.14307, -5.80267], [-5.31208, -1.43800, -1.99754], [-1.01082, 3.44481, -0.85417], [-3.95299, -3.14629, -4.12356], [-4.14649, -6.27514, 5.09639], [5.81790, -0.99063, -0.07796], [2.08877, 1.14188, -6.55756], [2.21058, -1.91053, 3.72197], [3.25767, 0.96885, 2.23365], [6.74293, -4.25984, -1.77672], [1.97429, 2.06543, -8.06375], [3.20416, 0.68036, 1.26721], [1.24016, -1.65793, 6.15748], [-1.43924, -0.34570, 0.31745], [-3.72802, -1.75647, 1.56758], [0.31130, 0.01879, -0.54504], [-1.50880, -4.58565, 4.56189], [4.18339, -3.99631, -1.10816], [7.01983, -5.87799, -1.20013], [-5.81815, 0.40419, -1.28351], [-1.08113, 4.63056, 0.16537], [1.61440, 4.78214, -1.70223], [-2.11099, -3.06296, 5.03074], [0.88475, 0.73081, -1.42530], [0.56334, -2.03870, 6.92235], [5.83606, -5.72373, -2.39233], [0.61251, -1.23525, 4.95437], [-0.80923, 3.41307, -5.71891], [5.35756, 2.52106, 0.23753], [-1.67188, 2.31713, -3.53205], [2.39463, 0.11020, 1.06799], [-0.00365, 1.76881, -4.55038], [-5.04668, 3.17308, 0.17256], [2.57289, 2.87982, -6.62405], [5.49026, -2.50031, -1.94675], [3.26331, -1.72081, 8.11078], [-2.36905, -4.12188, 5.04457], [1.55636, 6.09159, -2.74418], [-3.88052, -5.85837, 4.21567], [0.97799, -0.76198, 0.14075], [-3.84980, -0.69832, 1.79907], [-2.08807, 5.04854, -1.31674], [-4.73416, -2.84656, -3.55785], [4.76127, -2.55308, -1.13812], [-3.84741, -2.36298, 2.83709], [-0.91968, 5.78852, -2.05903], [-3.35613, -1.32423, -3.04349], [3.86126, 1.34268, 0.33326], [4.88677, 2.39437, 1.85450], [-0.48897, 3.14215, -3.02786]], "forces_ev_per_a": [[-0.3074, -1.0421, -0.2568], [-0.3496, -0.1920, -0.0474], [-1.0629, -0.1460, 0.0374], [-0.0443, -0.7124, 0.2849], [0.3316, -0.2371, -0.9795], [0.1740, 0.2402, 0.4272], [0.6188, -0.4918, -0.0127], [0.4084, 0.2434, 0.4808], [-1.6796, -0.5148, -0.0428], [-3.3429, -0.1686, 0.7504], [0.0599, -0.5196, 0.7238], [0.7297, -0.0783, -0.0338], [-0.5522, 1.0397, -0.5126], [-0.2574, -3.0381, -2.3247], [0.1529, -0.2553, -0.1251], [-0.1271, 0.3390, 0.1223], [-0.4086, 0.5930, -0.9419], [-0.1503, 0.1018, 0.1975], [0.4777, -0.1588, 0.0362], [0.2191, -0.1168, -0.2628], [0.5837, 0.3822, -0.7741], [-0.0030, 0.4648, -0.2638], [1.1656, 1.4380, 0.2312], [-0.1981, 0.0088, -0.0209], [-0.3465, 0.4507, 0.0189], [-2.5442, -1.3796, -0.5233], [-0.2520, -0.1359, -0.0413], [-1.3739, 1.9955, 1.8020], [-0.2171, -0.4676, 0.2494], [-0.0791, 0.0215, 0.0915], [-0.3354, 0.0252, -0.4714], [-0.0905, 0.2721, -0.2146], [0.0309, -0.9247, 2.7580], [-0.9408, -0.1760, -0.4967], [0.3476, 0.3354, 0.7521], [-0.2618, 0.7321, -0.4985], [0.9201, -0.0621, -0.3006], [-0.0740, -0.5291, 0.1706], [0.7349, -0.5686, -0.6047], [-0.1008, 0.5174, -0.5289], [-0.1680, -0.0349, 0.1356], [0.0907, -0.1813, 0.2877], [-0.0699, -0.0600, 0.1073], [-0.2684, -0.1273, 0.2531], [2.1752, 0.4356, -0.3260], [1.3197, -0.2444, 0.2029], [0.1550, 0.5938, -0.2653], [0.3928, 1.0214, 0.6641], [1.6913, 4.7308, 2.8327], [0.2327, -0.0673, -0.4853], [0.1418, 0.3443, -0.6337], [-0.1617, 0.4777, 0.5026], [0.0890, 0.1727, -0.0127], [-0.3657, -0.6800, 0.2878], [-0.0978, -0.3160, -0.2779], [5.3796, 4.4841, 0.8416], [-0.2008, 0.2475, -1.0187], [-0.9539, -0.9345, -5.0925], [-0.5411, -0.4850, 1.2778], [-0.1164, 0.1040, -0.5749], [0.2950, 0.2281, 0.0212], [0.3524, 0.2978, 0.2275], [1.8056, 0.8649, -1.4325], [-1.4205, 0.9051, 1.4304], [0.0893, -0.1832, 0.5313], [0.3845, 0.4005, -0.3662], [0.0679, 0.0588, -0.0326], [-0.4561, -0.7052, -0.1703], [-2.3384, 1.2864, 2.3879], [0.1557, -0.6064, -0.1741], [-0.7867, -0.5794, -0.0965], [0.2809, 0.5745, 0.2767], [0.3350, -0.0663, -0.4651], [-0.1751, -0.0115, 0.3009], [0.2292, 0.3565, 0.2500], [0.1943, 0.0618, -0.3352], [0.1060, -0.0230, -0.5252], [0.3925, -0.2123, -0.0053], [-2.6649, -2.1796, 1.7011], [0.7643, 0.0023, -1.2184], [0.0158, 0.2235, -0.3613], [0.1876, 0.0670, 0.6383], [0.6477, -1.8230, 1.7205], [0.3323, -0.3917, 0.3152], [1.3116, -0.2271, 0.6306], [-0.3412, 0.0168, 1.1040], [-0.3457, -0.1000, 0.0355], [0.3595, -0.5196, 1.2726], [-0.2626, -0.5283, 0.2933], [-0.4567, 0.1460, 0.2033], [2.2220, 2.0695, -2.8213], [-0.6108, 0.3169, -0.1165], [0.0600, 0.3727, -0.7109], [-0.1104, -0.7847, -0.6274], [-0.2968, 0.0263, 0.2925], [-0.0321, 0.2418, 0.2149], [-0.4814, -0.5675, -0.0834], [-0.2792, -0.1276, -0.5541], [-1.0867, 0.4277, 0.5658], [0.6026, 0.1221, 0.1650], [0.1957, -0.0707, 0.2674], [-0.0701, -0.1014, -0.4412], [0.3245, 0.2184, -0.6012], [1.2216, -0.3717, -1.0197], [-0.5674, 0.2841, -0.6062], [0.2270, -0.8566, -0.8255], [0.3267, -1.2694, 1.6473], [-0.3229, 0.0254, -0.5155], [-0.8519, 2.4930, -0.6818], [-1.0481, -4.5909, -3.1688], [-0.5576, -0.6426, -0.0253], [0.4869, -1.5237, 1.0694], [-1.8996, 0.2283, 0.4378], [3.7246, 1.2229, -0.8270], [-0.9791, -0.8776, 3.4578], [-0.6190, -0.5484, -0.1525], [0.7833, 0.1841, -0.0591]], "lowdin_spin": [0.005, 0.000, 0.000, 0.002, 0.002, 0.000, 0.006, 0.002, 0.011, 0.003, 0.040, 0.000, 0.001, 0.012, 0.001, 0.022, 0.017, 0.001, 0.004, 0.000, 0.000, 0.000, 0.002, 0.014, 0.006, 0.004, 0.001, 0.000, 0.000, 0.002, 0.020, 0.000, 0.007, 0.000, 0.000, 0.003, 0.004, 0.002, 0.064, 0.001, 0.000, 0.128, 0.011, 0.005, 0.029, 0.017, 0.001, 0.001, 0.007, 0.002, 0.001, 0.001, 0.000, 0.005, 0.006, 0.029, 0.000, 0.032, 0.000, 0.002, 0.001, 0.001, 0.008, 0.006, 0.000, 0.000, 0.000, 0.002, 0.001, 0.007, 0.003, 0.000, 0.002, 0.002, 0.002, 0.018, 0.000, 0.001, 0.012, 0.002, 0.001, 0.003, 0.012, 0.000, 0.001, 0.000, 0.000, 0.046, 0.052, 0.000, 0.004, 0.000, 0.000, 0.009, 0.004, 0.016, 0.001, 0.002, 0.003, 0.010, 0.008, 0.000, 0.000, 0.001, 0.037, 0.000, 0.004, 0.003, 0.013, 0.003, 0.001, 0.003, 0.074, 0.002, 0.054, 0.025, 0.001]}